C52H70BCl2N8O2P2S3Ti | ωB97M-V/def2-TZVPD

```
141
Properties=species:S:1:pos:R:3:forces:R:3
Ti 1.75033 0.38375 -0.74041 -2.02 -0.84 2.54
C -2.24920 -1.31743 -3.71773 0.00 0.03 0.06
C -2.36630 -1.13590 -2.23129 0.03 -0.09 -0.25
C -3.24811 -1.91421 -1.48313 -0.12 -0.10 0.18
C -3.30071 -1.78725 -0.06551 -0.18 -0.21 -0.15
N -2.62522 -0.88588 0.58172 0.21 -0.08 -0.25
N -1.87471 -0.02135 -0.20436 -0.01 -0.10 0.33
B -1.59516 1.20436 0.42576 -0.16 0.54 0.02
N -2.01762 2.47474 -0.25352 -0.13 -0.64 0.25
N -3.22082 2.27254 -0.84954 0.18 0.09 0.04
C -3.78210 3.26531 -1.45216 -0.18 0.07 -0.13
C -3.12717 4.53391 -1.52213 -0.29 0.05 -0.25
C -1.93524 4.74093 -0.92714 0.33 0.06 0.17
C -1.20885 6.04483 -1.02007 -0.02 -0.05 0.05
C -1.33454 3.64167 -0.19845 -0.10 0.20 0.02
S 0.09951 3.72855 0.64417 0.03 -0.05 -0.08
C -5.16805 2.98169 -2.04353 0.12 0.05 0.14
C -5.09827 1.71829 -2.90725 0.02 -0.06 -0.09
C -6.14123 2.74607 -0.87759 -0.02 0.02 0.04
C -5.66734 4.15375 -2.88606 -0.04 0.03 -0.08
N -1.43125 1.21149 1.93087 0.02 0.25 -0.68
N -2.52384 1.69496 2.52575 0.14 0.01 0.04
C -2.48504 1.87471 3.81580 -0.12 0.05 0.14
C -1.28533 1.63435 4.52489 -0.19 0.17 0.30
C -0.18081 1.14129 3.90698 0.37 -0.15 -0.05
C 1.11549 0.94149 4.63482 -0.13 -0.04 -0.05
C -0.28248 0.87358 2.51151 0.16 -0.21 0.03
S 1.03174 0.13064 1.65423 -0.37 0.38 0.53
C -3.77017 2.40214 4.45147 0.07 -0.11 -0.05
C -3.97965 3.84277 3.96891 -0.01 0.07 -0.03
C -3.68614 2.36888 5.97706 0.01 0.03 0.07
C -4.95086 1.53114 3.99294 0.03 -0.01 0.00
C -1.61110 -0.19911 -1.55903 0.04 0.12 0.07
S -0.33543 0.80852 -2.20134 -0.07 -0.42 0.16
C -4.22885 -2.68538 0.76031 0.08 0.15 -0.11
C -5.66871 -2.20716 0.50906 -0.03 0.04 -0.01
C -4.08366 -4.14574 0.31432 0.02 -0.05 0.03
C -3.92823 -2.58140 2.25641 0.08 -0.05 0.03
H -2.64097 -2.28836 -4.02234 0.02 0.03 0.01
H -1.21439 -1.22230 -4.04703 -0.02 0.00 0.02
H -2.81720 -0.54086 -4.23685 0.00 -0.02 0.03
H -3.86166 -2.65554 -1.97988 0.03 0.07 0.04
H -3.58281 5.33878 -2.08730 0.01 -0.06 0.08
H -1.78700 6.77245 -1.59145 0.04 -0.06 0.04
H -0.23871 5.89277 -1.49825 -0.01 0.02 0.01
H -1.00014 6.44183 -0.02475 -0.02 -0.02 -0.03
H -4.71492 0.87141 -2.33318 -0.04 0.06 -0.03
H -4.44350 1.87165 -3.77187 -0.04 -0.01 0.08
H -6.09774 1.46863 -3.27598 0.08 0.02 0.02
H -5.79544 1.91899 -0.25259 -0.03 0.04 -0.05
H -7.13648 2.50343 -1.26373 0.10 0.03 0.04
H -6.22860 3.63956 -0.25039 0.01 -0.08 -0.04
H -5.00111 4.36357 -3.72838 -0.04 -0.02 0.05
H -5.77938 5.06750 -2.29574 0.00 -0.07 -0.02
H -6.64994 3.90802 -3.29439 0.05 0.01 0.01
H -1.23130 1.87854 5.57874 -0.04 -0.07 -0.05
H 1.02618 1.27093 5.66969 0.00 -0.03 -0.05
H 1.90545 1.51019 4.14308 0.01 0.01 0.00
H 1.42210 -0.10614 4.61817 -0.04 0.02 -0.02
H -3.14430 4.48646 4.25934 -0.04 -0.04 -0.02
H -4.89314 4.25169 4.40809 0.05 -0.03 -0.03
H -4.07360 3.87079 2.88085 0.01 0.01 0.06
H -2.91832 3.04427 6.36582 -0.06 -0.04 -0.04
H -3.48500 1.36034 6.35126 -0.02 0.06 -0.03
H -4.64134 2.69281 6.39365 0.04 -0.02 -0.01
H -5.04385 1.53412 2.90586 0.02 0.02 0.05
H -5.87714 1.91914 4.42492 0.07 -0.03 -0.03
H -4.82915 0.49499 4.32205 0.00 0.06 0.00
H -5.89851 -2.16900 -0.55936 0.01 -0.02 0.07
H -5.81625 -1.20543 0.92578 0.01 -0.09 -0.05
H -6.38001 -2.88838 0.98641 0.07 0.06 -0.02
H -4.47646 -4.31577 -0.68971 0.02 0.03 0.03
H -4.63898 -4.79277 0.99696 0.00 0.02 -0.03
H -3.03672 -4.46188 0.32917 -0.07 0.01 0.02
H -3.90107 -1.54316 2.58963 -0.04 -0.05 -0.03
H -2.96375 -3.03847 2.50113 -0.07 0.07 -0.03
H -4.70742 -3.10952 2.81328 0.07 0.01 -0.03
Cl 4.84555 4.70253 -5.61374 -0.05 -0.03 0.09
C 4.12280 3.89183 -4.26381 0.14 0.38 -0.01
C 3.99352 4.57228 -3.04745 0.08 0.13 -0.20
C 3.42759 3.95866 -1.95588 -0.02 0.06 0.21
Cl 3.34245 4.80238 -0.45586 -0.01 -0.12 -0.07
C 2.95932 2.64031 -2.04974 -0.28 -0.24 0.78
O 2.40992 2.02244 -1.00414 1.13 1.90 -0.95
C 3.12635 1.96416 -3.26532 0.05 -0.06 -0.45
C 2.81963 0.57392 -3.37828 0.04 0.04 -0.14
O 2.42137 -0.12486 -2.43341 0.78 -0.42 -1.95
C 3.70374 2.60050 -4.37603 -0.06 -0.24 -0.20
H 4.34917 5.59151 -2.95916 -0.01 -0.06 -0.01
H 2.96547 0.07443 -4.33630 0.10 0.03 -0.13
H 3.82622 2.06039 -5.30930 -0.02 0.04 0.09
C 0.68688 -2.87606 -2.34496 -0.04 0.01 0.05
P 1.55166 -2.32229 -0.84545 0.82 -0.36 -0.17
C 3.33932 -2.76889 -1.26961 -0.06 0.15 0.03
N 3.54529 -3.83589 -1.99911 -0.12 0.02 0.03
C 4.81819 -4.17330 -2.33310 -0.28 -0.17 -0.09
C 5.05439 -5.33285 -3.11461 -0.09 0.04 0.03
C 6.33009 -5.66094 -3.45764 0.20 0.05 0.01
C 7.42720 -4.85402 -3.04178 -0.07 -0.19 -0.11
C 7.22163 -3.73565 -2.29536 -0.10 0.10 0.08
C 5.89838 -3.37743 -1.92679 0.27 0.15 0.07
N 5.68195 -2.25589 -1.19693 -0.08 0.04 0.05
C 4.45359 -1.95312 -0.85957 -0.11 0.10 0.03
P 4.23570 -0.33344 0.03959 0.06 -0.55 -0.08
C 5.36859 0.66757 -0.99028 -0.04 0.06 0.10
C 5.16290 -0.52381 1.69195 -0.13 -0.02 0.02
C 5.62039 -1.96636 1.92207 0.09 0.00 0.01
C 6.37998 0.40234 1.73241 0.10 0.00 0.08
C 4.21953 -0.12043 2.82971 0.03 0.05 0.01
C 1.13154 -3.60200 0.43913 0.01 0.09 0.12
C 1.12604 -5.02154 -0.13078 -0.02 -0.10 0.04
C -0.26236 -3.26927 0.97290 -0.09 -0.03 0.06
C 2.16335 -3.49683 1.56751 -0.02 -0.06 -0.02
H 1.13953 -3.79219 -2.71371 0.00 -0.08 -0.05
H 0.74407 -2.09300 -3.09897 0.02 0.01 0.01
H -0.36435 -3.04386 -2.10383 0.02 0.01 -0.01
H 4.20505 -5.93219 -3.41931 0.03 0.04 0.02
H 6.51809 -6.54396 -4.05574 0.01 0.03 0.03
H 8.43427 -5.13888 -3.32399 -0.08 0.01 0.00
H 8.03915 -3.10552 -1.96738 -0.05 -0.01 0.00
H 6.37485 0.27145 -0.91704 0.08 -0.01 -0.04
H 5.34974 1.71020 -0.67390 0.00 -0.01 0.01
H 5.06395 0.61094 -2.03034 -0.07 0.00 -0.07
H 6.37220 -2.27726 1.19784 0.00 0.02 0.02
H 4.79244 -2.67368 1.87986 -0.01 0.03 0.02
H 6.06179 -2.03141 2.92156 -0.02 0.01 -0.05
H 7.15759 0.11053 1.02567 -0.05 -0.01 0.03
H 6.80980 0.33523 2.73593 0.01 0.03 -0.05
H 6.11939 1.44828 1.55715 0.00 -0.04 0.02
H 3.36824 -0.79400 2.91440 0.01 -0.01 0.00
H 3.82313 0.88741 2.69366 0.02 0.01 -0.02
H 4.77560 -0.14721 3.77275 -0.04 -0.01 -0.06
H 0.24307 -5.19935 -0.74861 0.05 0.02 0.01
H 1.09384 -5.72708 0.70721 -0.05 0.04 -0.09
H 2.01100 -5.24684 -0.72547 0.01 0.03 0.05
H -1.01053 -3.30254 0.17686 0.01 0.00 0.01
H -0.30949 -2.28296 1.43482 0.03 -0.01 -0.01
H -0.54372 -4.01647 1.72398 0.01 0.04 -0.06
H 3.13349 -3.88979 1.25461 -0.04 0.00 -0.01
H 1.82692 -4.08972 2.42416 0.01 0.03 -0.07
H 2.29128 -2.46731 1.90948 -0.03 0.02 0.00
```
Positions in Å, forces in eV/Å.

Results
F_max = 3.4 eV/A
electronic energy = -6283.9969 a.u.
2S+1 = 3
ΔE to the lowest compared entry with this formula, charge and spin = 0.0 kJ/mol
E_LUMO (spin up / spin down) = -3.3 / -3.5 eV
E_HOMO (spin up / spin down) = -7.99 / -9.82 eV
charge = +1
orbital gap (spin up / spin down) = 0.1715 / 0.2307 Eh